Below is a cluster of 37 separate species, C8H86ClIN2O43P2S in total, with properties calculated with ωB97M-V with the def2-TZVPD basis set.

Output
multiplicity = 1
E_HOMO = -7.6290 eV
max |F| = 0.04780 Eh/bohr
HOMO-LUMO gap = 6.705 eV
E = -150749.304 eV

Bonds (Å) are listed after each position.
Cartesian coordinates (Å):
1 C 5.07 -1.15 0.78  C2 1.486, H23 1.083, H24 1.084, H25 1.088
2 C 4.39 -2.32 0.17  C1 1.486, C3 1.496, N4 1.284
3 C 5.22 -3.08 -0.82  C2 1.496, H26 1.087, H27 1.085, H28 1.088
4 N 3.24 -2.81 0.48  C2 1.284, C5 1.434
5 C 2.05 -2.02 0.65  N4 1.434, P6 1.914, O9 1.430, C19 1.539
6 P 1.49 -2.17 2.47  C5 1.914, O7 1.623, Cl8 2.062
7 O 0.81 -3.64 2.61  P6 1.623, H29 0.971
8 Cl 3.25 -2.39 3.53  P6 2.062
9 O 2.22 -0.60 0.58  C5 1.430, S10 1.622
10 S 2.30 0.24 -0.80  O9 1.622, O11 1.435, O12 1.644
11 O 2.84 -0.59 -1.83  S10 1.435
12 O 0.69 0.32 -1.14  S10 1.644, C13 1.429
13 C -0.23 -0.32 -0.25  O12 1.429, C14 1.524, H30 1.088, H31 1.088
14 C -0.30 -1.82 -0.50  C13 1.524, C15 1.543, C19 1.542, H32 1.089
15 C -1.46 -2.33 0.38  C14 1.543, O16 1.445, H33 1.086, H34 1.090
16 O -2.73 -1.96 -0.20  C15 1.445, N17 1.402
17 N -3.39 -0.98 0.55  O16 1.402, O18 1.165
18 O -4.13 -0.38 -0.12  N17 1.165
19 C 0.96 -2.66 -0.22  C5 1.539, C14 1.542, P20 1.898, H35 1.091
20 P 1.75 -3.62 -1.65  C19 1.898, O21 1.650, I22 2.450
21 O 1.09 -5.13 -1.52  P20 1.650, H36 0.965
22 I 0.85 -2.88 -3.81  P20 2.450
23 H 4.41 -0.41 1.21  C1 1.083
24 H 5.78 -0.69 0.11  C1 1.084
25 H 5.66 -1.58 1.59  C1 1.088
26 H 5.31 -4.13 -0.54  C3 1.087
27 H 6.22 -2.68 -0.89  C3 1.085
28 H 4.75 -3.02 -1.79  C3 1.088
29 H 1.38 -4.35 2.27  O7 0.971
30 H -0.08 -0.04 0.79  C13 1.088
31 H -1.20 0.08 -0.53  C13 1.088
32 H -0.66 -1.93 -1.53  C14 1.089
33 H -1.47 -3.42 0.44  C15 1.086
34 H -1.38 -1.89 1.38  C15 1.090
35 H 0.62 -3.49 0.40  C19 1.091
36 H 0.21 -5.01 -1.14  O21 0.965
37 O -2.02 -4.58 -2.48  H38 0.965, H39 0.962
38 H -2.54 -4.18 -3.19  O37 0.965
39 H -2.35 -4.15 -1.68  O37 0.962
40 O 2.57 -0.40 6.28  H41 0.965, H42 0.963
41 H 2.21 0.16 5.58  O40 0.965
42 H 2.67 -1.24 5.83  O40 0.963
43 O -1.12 0.12 -3.84  H44 0.966, H45 0.961
44 H -1.10 0.57 -2.99  O43 0.966
45 H -0.22 0.22 -4.18  O43 0.961
46 O -5.38 -3.52 -0.41  H47 0.961, H48 0.966
47 H -4.95 -2.67 -0.53  O46 0.961
48 H -6.19 -3.32 0.06  O46 0.966
49 O 7.25 -0.20 2.70  H50 0.969, H51 0.961
50 H 7.15 0.38 3.47  O49 0.969
51 H 8.19 -0.24 2.54  O49 0.961
52 O 0.56 0.58 4.29  H53 0.966, H54 0.963
53 H 0.05 0.21 3.56  O52 0.966
54 H -0.01 0.48 5.05  O52 0.963
55 O -0.12 -2.26 -6.84  H56 0.964, H57 0.967
56 H -0.22 -1.53 -6.21  O55 0.964
57 H -0.10 -1.82 -7.70  O55 0.967
58 O 5.91 1.61 4.63  H59 0.963, H60 0.961
59 H 4.96 1.53 4.71  O58 0.963
60 H 6.10 2.55 4.67  O58 0.961
61 O -8.37 -3.15 0.30  H62 0.962, H63 0.962
62 H -8.98 -3.50 -0.36  O61 0.962
63 H -8.82 -3.28 1.14  O61 0.962
64 O 1.62 3.71 4.20  H65 0.967, H66 0.964
65 H 1.35 2.79 4.32  O64 0.967
66 H 1.98 3.73 3.31  O64 0.964
67 O -1.10 4.97 3.02  H68 0.962, H69 0.963
68 H -0.24 4.68 3.35  O67 0.962
69 H -1.66 4.99 3.80  O67 0.963
70 O -2.42 6.99 1.12  H71 0.961, H72 0.965
71 H -3.36 6.78 1.21  O70 0.961
72 H -2.02 6.61 1.91  O70 0.965
73 O 8.38 3.23 3.72  H74 0.962, H75 0.962
74 H 8.33 3.80 4.49  O73 0.962
75 H 9.33 3.20 3.53  O73 0.962
76 O -1.75 8.17 -1.62  H77 0.963, H78 0.964
77 H -0.91 7.89 -1.25  O76 0.963
78 H -2.34 8.20 -0.86  O76 0.964
79 O -5.01 -2.83 -3.58  H80 0.964, H81 0.963
80 H -5.83 -3.10 -3.13  O79 0.964
81 H -4.63 -2.19 -2.97  O79 0.963
82 O -1.95 0.65 3.00  H83 0.967, H84 0.964
83 H -2.90 0.51 3.05  O82 0.967
84 H -1.84 1.60 3.17  O82 0.964
85 O -2.81 8.35 -4.74  H86 0.961, H87 0.965
86 H -3.75 8.15 -4.66  O85 0.961
87 H -2.42 7.99 -3.94  O85 0.965
88 O -2.17 2.24 -2.16  H89 0.962, H90 0.964
89 H -3.09 2.06 -1.95  O88 0.962
90 H -2.06 3.18 -1.98  O88 0.964
91 O 4.30 -3.74 -4.97  H92 0.964, H93 0.965
92 H 4.48 -3.88 -5.90  O91 0.964
93 H 3.34 -3.85 -4.88  O91 0.965
94 O -4.88 5.42 -0.20  H95 0.961, H96 0.963
95 H -5.34 4.63 -0.50  O94 0.961
96 H -4.70 5.90 -1.02  O94 0.963
97 O -3.28 -2.69 3.31  H98 0.966, H99 0.960
98 H -3.52 -3.62 3.36  O97 0.966
99 H -3.07 -2.54 2.39  O97 0.960
100 O 6.89 -3.80 2.28  H101 0.962, H102 0.964
101 H 6.00 -3.93 2.63  O100 0.962
102 H 7.23 -3.05 2.79  O100 0.964
103 O -5.61 -4.83 3.04  H104 0.962, H105 0.962
104 H -6.09 -4.41 2.31  O103 0.962
105 H -5.93 -4.38 3.83  O103 0.962
106 O -2.96 -2.40 -6.04  H107 0.961, H108 0.970
107 H -2.94 -1.98 -5.18  O106 0.961
108 H -2.04 -2.33 -6.36  O106 0.970
109 O -4.89 1.01 3.36  H110 0.962, H111 0.962
110 H -5.36 0.59 2.63  O109 0.962
111 H -5.46 0.89 4.12  O109 0.962
112 O -0.71 5.17 -2.72  H113 0.965, H114 0.963
113 H -0.96 6.00 -2.31  O112 0.965
114 H -0.42 5.42 -3.61  O112 0.963
115 O 1.15 -7.97 -0.46  H116 0.961, H117 0.966
116 H 0.60 -8.68 -0.79  O115 0.961
117 H 1.23 -7.36 -1.21  O115 0.966
118 O 1.84 4.34 -1.49  H119 0.961, H120 0.966
119 H 2.25 4.03 -2.30  O118 0.961
120 H 0.89 4.23 -1.64  O118 0.966
121 O -1.52 -0.59 -8.51  H122 0.963, H123 0.964
122 H -1.38 -0.71 -9.46  O121 0.963
123 H -2.46 -0.72 -8.38  O121 0.964
124 O 6.61 -3.66 -6.60  H125 0.964, H126 0.960
125 H 6.63 -3.23 -5.74  O124 0.964
126 H 7.51 -3.58 -6.94  O124 0.960
127 O -5.89 7.51 1.57  H128 0.961, H129 0.968
128 H -6.09 8.07 0.81  O127 0.961
129 H -5.71 6.64 1.19  O127 0.968
130 O -6.89 6.12 -2.12  H131 0.962, H132 0.962
131 H -7.35 5.65 -2.82  O130 0.962
132 H -7.52 6.13 -1.39  O130 0.962
133 O 7.71 -3.86 5.23  H134 0.962, H135 0.962
134 H 8.63 -3.85 4.95  O133 0.962
135 H 7.45 -4.79 5.17  O133 0.962
136 O -5.25 -5.91 -4.12  H137 0.960, H138 0.966
137 H -6.18 -6.04 -3.93  O136 0.960
138 H -5.08 -4.98 -3.90  O136 0.966
139 O -3.32 6.98 3.75  H140 0.963, H141 0.962
140 H -4.27 6.84 3.78  O139 0.963
141 H -3.22 7.93 3.80  O139 0.962
142 O 9.71 2.81 6.37  H143 0.962, H144 0.963
143 H 9.07 3.18 6.97  O142 0.962
144 H 9.30 2.01 6.03  O142 0.963

Atomic partial charges in e from the Löwdin method, atoms 1 to 99: atom 1 (C): -0.0488, atom 2 (C): -0.3926, atom 3 (C): -0.0278, atom 4 (N): 0.0244, atom 5 (C): -0.6722, atom 6 (P): 0.6850, atom 7 (O): -0.3343, atom 8 (Cl): 0.3519, atom 9 (O): -0.3890, atom 10 (S): 0.9653, atom 11 (O): -0.3919, atom 12 (O): -0.3118, atom 13 (C): -0.1960, atom 14 (C): -0.2763, atom 15 (C): -0.1456, atom 16 (O): -0.1007, atom 17 (N): -0.0177, atom 18 (O): 0.0766, atom 19 (C): -0.3810, atom 20 (P): 0.6346, atom 21 (O): -0.3847, atom 22 (I): 0.7152, atom 23 (H): 0.0683, atom 24 (H): 0.0930, atom 25 (H): 0.0521, atom 26 (H): 0.0922, atom 27 (H): 0.0778, atom 28 (H): 0.0652, atom 29 (H): 0.0729, atom 30 (H): 0.1147, atom 31 (H): 0.1131, atom 32 (H): 0.0794, atom 33 (H): 0.1303, atom 34 (H): 0.1085, atom 35 (H): 0.0693, atom 36 (H): 0.0294, atom 37 (O): -0.0707, atom 38 (H): 0.0282, atom 39 (H): 0.0105, atom 40 (O): -0.0819, atom 41 (H): -0.0126, atom 42 (H): -0.0316, atom 43 (O): -0.0975, atom 44 (H): -0.0143, atom 45 (H): 0.0143, atom 46 (O): -0.0452, atom 47 (H): -0.0159, atom 48 (H): 0.0002, atom 49 (O): -0.0526, atom 50 (H): 0.0049, atom 51 (H): 0.0396, atom 52 (O): -0.0883, atom 53 (H): -0.0152, atom 54 (H): 0.0597, atom 55 (O): -0.1413, atom 56 (H): -0.0202, atom 57 (H): 0.0259, atom 58 (O): -0.0426, atom 59 (H): 0.0448, atom 60 (H): 0.0299, atom 61 (O): -0.0431, atom 62 (H): 0.0518, atom 63 (H): 0.0461, atom 64 (O): -0.0540, atom 65 (H): 0.0095, atom 66 (H): 0.0473, atom 67 (O): -0.0498, atom 68 (H): 0.0053, atom 69 (H): 0.0321, atom 70 (O): -0.0678, atom 71 (H): -0.0054, atom 72 (H): -0.0040, atom 73 (O): -0.0564, atom 74 (H): 0.0238, atom 75 (H): 0.0412, atom 76 (O): -0.0500, atom 77 (H): 0.0420, atom 78 (H): 0.0218, atom 79 (O): -0.0406, atom 80 (H): 0.0392, atom 81 (H): 0.0342, atom 82 (O): -0.0640, atom 83 (H): 0.0010, atom 84 (H): 0.0467, atom 85 (O): -0.0599, atom 86 (H): 0.0277, atom 87 (H): -0.0038, atom 88 (O): -0.0361, atom 89 (H): 0.0387, atom 90 (H): 0.0266, atom 91 (O): -0.0952, atom 92 (H): 0.0147, atom 93 (H): -0.0606, atom 94 (O): -0.0512, atom 95 (H): 0.0468, atom 96 (H): 0.0446, atom 97 (O): -0.0522, atom 98 (H): 0.0240, atom 99 (H): -0.0214

Below is the ion CH2NO2S with charge -1, with properties calculated with ωB97M-V with the def2-TZVPD basis set.

Output
SMILES = NOC([O-])=S
net charge = -1
multiplicity = 1
E_HOMO = -3.0460 eV
max |F| = 0.10020 Eh/bohr
HOMO-LUMO gap = 7.122 eV
E = -17489.215 eV

Bonds (Å) are listed after each position.
Cartesian coordinates (Å):
1 N 0.11 -1.03 -1.02  O2 1.480, H6 1.063, H7 0.987
2 O 0.85 0.07 -0.36  N1 1.480, C3 1.403
3 C 0.08 0.62 0.67  O2 1.403, O4 1.205, S5 1.965
4 O -1.07 0.40 0.95  C3 1.205
5 S 1.25 1.75 1.77  C3 1.965
6 H -0.63 -0.61 -1.65  N1 1.063
7 H -0.60 -1.19 -0.35  N1 0.987

Partial charges, Löwdin, in e: atom 1 (N): 0.0208, atom 2 (O): -0.2102, atom 3 (C): -0.9267, atom 4 (O): -0.0615, atom 5 (S): 0.0834, atom 6 (H): 0.0859, atom 7 (H): 0.0084

Below is the ion C3H7N2 with charge +1, with properties calculated with ωB97M-V with the def2-TZVPD basis set.

Output
net charge = +1
multiplicity = 1
E_HOMO = -14.6784 eV
max |F| = 0.06621 Eh/bohr
HOMO-LUMO gap = 10.030 eV
E = -6195.151 eV

Bonds (Å) are listed after each position.
Cartesian coordinates (Å):
1 C 1.98 0.64 -0.16  N4 1.689, N5 1.266
2 C -0.81 -0.23 -0.40  C3 1.451, N4 1.330, H6 1.084
3 C -2.12 0.19 0.07  C2 1.451, H7 1.090, H8 1.094, H9 1.088
4 N 0.32 0.37 -0.02  C1 1.689, C2 1.330, H10 1.025
5 N 2.66 -0.39 0.10  C1 1.266, H11 1.019, H12 1.019
6 H -0.73 -1.03 -1.12  C2 1.084
7 H -2.71 -0.68 0.34  C3 1.090
8 H -2.66 0.65 -0.76  C3 1.094
9 H -2.07 0.89 0.90  C3 1.088
10 H 0.14 1.15 0.62  N4 1.025
11 H 3.67 -0.25 0.09  N5 1.019
12 H 2.34 -1.33 0.32  N5 1.019

Partial charges, Löwdin, in e: atom 1 (C): 0.0577, atom 2 (C): -0.0704, atom 3 (C): -0.0299, atom 4 (N): 0.0685, atom 5 (N): 0.1079, atom 6 (H): 0.1432, atom 7 (H): 0.1098, atom 8 (H): 0.1184, atom 9 (H): 0.1002, atom 10 (H): 0.1166, atom 11 (H): 0.1361, atom 12 (H): 0.1420